C5H7N3 | ωB97M-V/def2-TZVPD

Last column: Löwdin charge in e.
Cartesian coordinates (Å):
C -0.137 2.357 0.160  -0.275
N 0.302 1.904 -0.974  0.110
C 0.273 0.519 -0.824  -0.281
C -0.384 0.144 0.380  -0.269
N -0.648 1.409 0.898  0.039
C -0.813 -1.267 0.395  -0.042
C 0.682 -1.586 -0.395  -0.174
N 0.757 -0.640 -1.443  0.010
H -0.089 3.337 0.618  0.119
H -1.210 1.357 1.884  0.229
H -1.831 -1.246 0.002  0.105
H -0.742 -1.728 1.380  0.090
H 1.394 -1.448 0.448  0.117
H 0.798 -2.647 -0.690  0.108
H 1.648 -0.467 -1.839  0.114

Frontier orbital gap = 8.251 eV
Molecular weight = 109.13 g mol⁻¹
E_LUMO = 0.8131 eV
Structure (SMILES) = c1nc2c([nH]1)CCN2

=====

C5H7N3O | ωB97M-V/def2-TZVPD

Last column: Löwdin charge in e.
Cartesian coordinates (Å):
C 1.648 -0.661 -1.265  0.004
C 2.084 0.160 -0.035  -0.520
O 3.207 0.509 0.109  0.079
N 0.969 0.438 0.820  0.098
C -0.339 0.163 0.654  -0.498
N -0.980 -0.809 1.293  0.113
C -2.351 -0.617 0.885  -0.129
C -2.403 0.486 0.055  -0.142
N -1.157 0.959 -0.053  0.123
H 1.371 -1.816 -1.049  0.148
H 1.149 -0.054 -1.748  -0.044
H 2.692 -0.846 -1.860  0.137
H 1.335 1.019 1.834  0.264
H -3.070 -1.440 1.342  0.133
H -3.373 0.808 -0.618  0.163
H -0.782 1.699 -0.363  0.072

Frontier orbital gap = 9.720 eV
Molecular weight = 125.13 g mol⁻¹
E_LUMO = 0.6353 eV
Structure (SMILES) = CC(=O)Nc1ncc[nH]1

=====

C5H7N3O | ωB97M-V/def2-TZVPD

Last column: Löwdin charge in e.
Cartesian coordinates (Å):
C 2.991 -0.366 0.248  0.007
C 1.635 0.223 -0.157  -0.514
O 1.436 1.302 -0.639  0.101
N 0.594 -0.726 -0.090  0.108
C -0.712 -0.338 -0.040  -0.313
N -1.800 -1.216 -0.325  0.075
C -2.891 -0.400 -0.143  -0.221
C -2.546 0.913 0.161  -0.141
N -1.201 0.930 0.130  0.101
H 3.520 -0.868 -0.738  0.160
H 2.592 -1.017 1.269  0.164
H 3.390 0.380 0.682  -0.030
H 0.790 -1.673 -0.519  0.186
H -4.036 -0.658 -0.386  0.133
H -3.129 1.919 0.453  0.152
H -0.634 1.596 0.093  0.033

Frontier orbital gap = 8.245 eV
Molecular weight = 125.13 g mol⁻¹
E_LUMO = 0.4894 eV
Structure (SMILES) = CC(=O)Nc1ncc[nH]1

=====

C5H7N3O | ωB97M-V/def2-TZVPD

Last column: Löwdin charge in e.
Cartesian coordinates (Å):
C 0.151 -2.602 1.744  0.055
C -0.428 -1.587 0.705  -0.372
O -1.301 -1.815 -0.112  0.100
N 0.051 -0.207 0.864  0.160
C 0.096 0.631 -0.286  -0.352
N 0.119 0.232 -1.602  0.115
C 0.171 1.485 -2.274  -0.219
C 0.143 2.489 -1.507  -0.149
N 0.040 1.951 -0.189  0.101
H -0.442 -2.274 2.481  0.054
H 1.133 -2.519 1.846  0.039
H 0.006 -3.484 1.287  0.053
H -0.213 0.188 1.598  0.023
H 0.316 1.517 -3.386  0.119
H -0.049 3.644 -1.834  0.162
H 0.206 2.351 0.663  0.111

Frontier orbital gap = 9.080 eV
Molecular weight = 125.13 g mol⁻¹
E_LUMO = 0.6399 eV
Structure (SMILES) = CC(=O)Nc1ncc[nH]1

=====

C5H7N3O | ωB97M-V/def2-TZVPD

Last column: Löwdin charge in e.
Cartesian coordinates (Å):
H 0.119 1.658 -1.759  0.057
N 0.359 1.921 -0.807  0.118
C 0.604 0.921 -0.052  -0.488
N 1.013 1.136 1.242  0.132
C 1.154 -0.490 -0.678  -0.288
O 1.788 -0.612 -1.677  0.127
C 0.343 -1.660 0.032  -0.126
C -1.058 -1.325 -0.309  -0.097
C -1.556 -0.152 0.099  -0.219
N -2.444 0.550 0.570  0.178
H 1.090 2.106 1.507  0.105
H 1.280 0.385 1.855  0.092
H 0.543 -1.572 1.100  0.101
H 0.651 -2.623 -0.370  0.114
H -1.498 -1.796 -1.175  0.118
H -2.389 1.552 0.422  0.075

Frontier orbital gap = 9.114 eV
Molecular weight = 125.13 g mol⁻¹
E_LUMO = 0.3842 eV
Structure (SMILES) = [H]/N=C(/N)C(=O)CC=C=N

=====

C5H7N3O2 | ωB97M-V/def2-TZVPD

Last column: Löwdin charge in e.
Cartesian coordinates (Å):
C 0.151 -0.743 1.601  -0.128
C 0.542 -1.860 0.942  -0.147
C 0.106 0.595 1.190  -0.154
C 2.042 1.688 -1.915  -0.534
C -0.068 2.009 -0.858  -0.220
N -0.160 1.160 0.057  0.057
N -1.131 2.680 -1.423  0.082
N 0.753 -1.941 -0.417  0.137
O 2.060 0.549 -1.758  0.152
O 2.302 2.772 -2.203  0.167
H -0.053 -0.980 2.640  0.091
H 0.699 -2.765 1.347  0.077
H 0.510 1.513 1.854  0.163
H -0.785 3.461 -2.008  0.102
H -1.974 2.677 -0.896  0.072
H 0.818 -1.254 -1.036  0.009
H 1.205 -2.782 -0.597  0.072

Frontier orbital gap (alpha / beta) = 7.822 / 7.823 eV
Molecular weight = 141.13 g mol⁻¹
E_LUMO (alpha / beta) = 0.4815 / 0.4817 eV

=====

It is found that the total energy values, taken in the order of the records, are -9766.243 -11813.298 -11813.619 -11813.771 -11813.621 -13861.168 eV.
It is found that the energy relative to the best compared isomer or geometry (same formula, charge and spin) values, taken in the order of the records, are 3.145 3.092 2.770 2.618 2.768 3.020 eV.
It is found that the maximum force values, taken in the order of the records, are 8.4 12.6 9.3 10.7 3.8 5.7 eV/A.